# 1
ORCA calculation (wB97M-V/def2-TZVPD) on a structure of composition C44H42Cl3F6N3O9S5Sm at a distorted geometry.

```
113
C44H42Cl3F6N3O9S5Sm wB97M-V/def2-TZVPD
Sm -0.5385 -1.2537 0.5803
Cl 1.4433 5.4521 -4.7486
Cl 3.1859 8.1827 2.5333
Cl -3.8747 5.9801 -4.4438
S -1.0510 -4.9714 1.1069
S -2.3141 1.9194 2.6997
S -2.8378 -0.7975 2.5124
S 2.1741 6.0735 4.3687
S 0.6071 -2.3853 -2.7480
F -5.3625 -1.5323 3.7558
F -4.0713 3.8378 1.9221
F -3.8711 -3.1522 3.6052
F -2.0472 4.0329 1.0768
F -4.9464 -2.3670 1.7937
F -3.4343 2.5492 0.2400
O -1.0809 1.4308 2.0236
O -0.1672 -2.2972 -1.3971
O -2.1116 2.7307 3.8751
O 1.4274 -2.3220 1.7381
O -2.8808 -0.8011 0.9886
O -1.5668 -1.3400 3.0088
O 1.1293 4.9818 -0.1745
O 1.8536 -0.4906 0.6299
O -1.1759 -3.4667 1.1187
N 0.3495 2.4354 -1.7830
N -3.1497 0.6250 3.1155
N -0.7404 0.6805 -0.8800
C -1.2208 5.8852 -4.4505
C -4.2520 -7.4369 0.9055
C 0.0069 5.4057 -2.3669
C -4.3833 -2.0228 2.9718
C 3.3244 -1.1717 3.7680
C -2.3565 6.1142 -3.7229
C -5.0912 -5.1827 0.7244
C -3.0635 3.1342 1.4220
C -1.3262 1.0156 -2.1281
C -0.5770 -2.1531 -4.0572
C -1.9394 -2.0268 -3.7209
C 2.3422 6.7118 2.7694
C -3.7979 -4.6261 0.7958
C 5.6466 -0.1702 2.6088
C 2.0033 -1.5666 4.3947
C 0.7846 -4.1567 -3.0131
C -5.3280 -6.5325 0.8003
C 6.6358 0.2777 4.8860
C 0.2363 1.5750 -0.7365
C -2.2968 6.2360 -2.3093
C -2.8325 -1.6436 -4.7187
C 5.5710 -0.2797 3.9885
C 4.7463 -0.2465 0.2887
C 2.1969 -1.3244 1.5210
C -1.1257 5.8957 -1.6597
C 0.0060 5.5281 -3.7827
C -0.4555 -5.4525 -0.5627
C 0.6986 5.1029 2.4807
C -2.7473 -5.5417 0.9999
C 1.4617 3.3601 -1.9977
C 1.6186 -4.9761 -2.0371
C -2.3353 -1.3066 -5.9920
C 1.5453 6.0587 1.8868
C -2.9795 -6.9385 1.0712
C 3.4398 -1.0588 2.3429
C 4.5476 -0.4564 1.7882
C -0.5899 1.9775 -2.7475
C -0.9735 -1.3727 -6.3138
C 1.2313 4.8423 -1.6025
C 0.9432 5.0347 3.8507
C 4.4153 -0.8002 4.5403
C 1.0381 -5.3643 -0.6369
C -0.0674 -1.7762 -5.3141
C 1.5807 6.2339 0.3434
H -0.0269 4.5032 1.8607
H 1.5268 -6.2957 -0.3549
H 2.3484 2.9239 -1.4630
H 6.3206 1.1968 5.3877
H -2.2126 0.5603 -2.4901
H -0.7601 2.4089 -3.7253
H 1.6653 3.3241 -3.0688
H 0.8445 1.5739 0.1739
H -2.2109 -2.3132 -2.7253
H 2.6052 6.6052 0.0782
H -0.2262 -4.5538 -3.0932
H 0.8888 6.9921 0.0131
H -2.1787 -7.6133 1.3197
H 2.1705 5.3221 -1.9538
H 6.8721 -0.4172 5.6824
H 1.7302 -2.6166 4.2562
H 6.5510 0.2416 2.1676
H -6.3942 -6.8551 0.9038
H -0.8136 -6.4864 -0.7418
H -0.6119 -1.0350 -7.2814
H 4.4187 -0.9639 5.5711
H -4.3592 -8.5365 0.7851
H 1.1962 -0.9596 3.8980
H -1.0129 -4.7329 -1.1762
H 1.1904 -4.3069 -4.0154
H -3.6111 -3.5781 0.6158
H -3.1743 6.4444 -1.7257
H -1.2591 5.8613 -5.5644
H 0.4831 4.3326 4.5325
H 7.5540 0.5578 4.3652
H -1.1391 5.9346 -0.5890
H -3.0414 -0.9632 -6.7641
H 2.5724 -4.4090 -1.8521
H 1.9492 -5.8808 -2.5915
H -3.8719 -1.8670 -4.6066
H 0.9873 -1.9861 -5.5564
H 1.4509 -4.6290 0.1219
H 4.9493 -1.1559 -0.2528
H 5.5114 0.4883 0.0736
H -5.9198 -4.4973 0.5927
H 3.7938 0.1814 -0.0595
H 2.0146 -1.3392 5.4563
```

Results
**Highest occupied orbital energy (spin up / spin down)**: -9.89 / -9.89 eV
**F_max**: 3.919 eV Å⁻¹
**<S²>**: 8.757
**Net charge**: +1
**Molar mass**: 1287.9 g/mol
**HOMO-LUMO gap (spin up / spin down)**: 6.7 / 7.5 eV
**Multiplicity**: 6
**ΔE to the lowest compared entry with this formula, charge and spin**: 25.48 kcal/mol

# 2
ORCA calculation (wB97M-V/def2-TZVPD) on a structure of composition C44H42IrN6O2P2S at a distorted geometry.

```
98
C44H42IrN6O2P2S wB97M-V/def2-TZVPD
Ir 0.1420 -0.1433 0.4727
S -2.1013 -2.3660 1.3211
P -1.8879 1.5575 0.2997
P -0.9474 -0.0472 -1.7224
O 4.0732 -6.0580 1.3552
O -2.0071 -2.5911 2.7391
N 0.9402 -2.4234 0.2616
N 1.8048 0.9437 0.0474
N -2.3470 0.6651 -1.0881
N -1.4586 -1.0654 0.8683
N 3.1526 -6.9282 -0.5291
N 3.9346 2.0959 -0.3281
C -0.2608 -0.0657 3.4241
C 3.1157 -0.9666 2.0777
C -2.9263 -3.4527 -2.7957
C -1.4378 -1.5824 -2.5310
C 3.6860 -0.5887 4.7709
C 5.2062 1.4018 -0.0886
C 4.0056 3.4376 -0.9104
C 2.8082 1.4902 -0.1294
C -1.5362 5.4664 -0.7947
C -3.5785 3.7434 -0.0085
C 4.3843 -1.1594 2.5496
C 2.3532 -0.4105 4.3221
C -0.9485 -3.2873 -4.1603
C -2.2716 3.2704 -0.1353
C 0.2965 2.7116 -5.1880
C 2.2771 -4.0469 -0.8588
C -2.1146 -3.9536 -3.8029
C -2.8355 5.9352 -0.6658
C -1.0422 0.8888 -4.3652
C 1.3223 -0.0737 5.2283
C -0.6054 -2.1052 -3.5232
C -4.7522 0.8444 3.7873
C 0.7166 -0.3295 2.4961
C 2.0549 -0.5719 2.9380
C -1.2521 4.1366 -0.5282
C 1.7340 -4.3290 1.4492
C -3.4754 1.0480 -1.9457
C -2.8764 1.9506 2.7825
C -0.6619 1.7294 -5.3998
C 1.5528 -2.8699 -0.8362
C -0.4527 1.0231 -3.1056
C -2.5814 -2.2769 -2.1444
C -3.0823 1.2255 1.6063
C 2.3918 -4.7835 0.3133
C 0.8801 2.8538 -3.9374
C 4.6770 -0.9651 3.9143
C -4.1138 0.2966 1.5307
C 3.2892 -5.9927 0.4377
C -4.9540 0.1202 2.6199
C 0.0441 0.1007 4.7915
C -3.8564 5.0711 -0.2867
C -3.7144 1.7644 3.8696
C 1.0106 -3.1570 1.3823
C 0.5074 2.0115 -2.9004
H -4.3741 3.0890 0.3230
H -2.3847 -4.8701 -4.3101
H -3.1961 -1.8857 -1.3421
H -0.7556 0.3519 5.4765
H 5.1730 -1.4718 1.8754
H 5.6862 -1.1122 4.2742
H 1.8053 -4.8766 2.3788
H 1.5594 -0.0091 6.2832
H 0.9681 2.1103 -1.9268
H 2.4308 -6.8862 -1.2254
H 0.5893 3.3603 -6.0026
H -3.2919 1.9751 -2.4919
H 2.9031 -1.1328 1.0306
H 3.0102 3.8624 -1.0124
H 4.4812 3.3863 -1.8903
H -4.2628 -0.2841 0.6277
H -1.7844 0.1229 -4.5485
H -0.7429 6.1422 -1.0843
H -2.0606 2.6640 2.8371
H 0.4938 -2.7774 2.2529
H -4.3679 1.1705 -1.3328
H 5.7956 1.9596 0.6379
H 1.6341 3.6141 -3.7788
H 4.6058 4.0784 -0.2661
H -3.6657 0.2488 -2.6611
H 5.0178 0.4026 0.2917
H -3.8351 -3.9752 -2.5279
H 3.7150 -7.7620 -0.4655
H 0.2902 -1.5695 -3.8163
H -5.7725 -0.5848 2.5576
H -1.2981 0.0186 3.1335
H 5.7636 1.3397 -1.0235
H -3.5599 2.3360 4.7746
H -0.2344 3.7714 -0.6014
H -0.3146 -3.6824 -4.9429
H -1.1095 1.6045 -6.3767
H -3.0534 6.9804 -0.8393
H -5.4038 0.6879 4.6364
H -4.8693 5.4371 -0.1886
H 3.9049 -0.4061 5.8159
H 2.7683 -4.3571 -1.7713
H 1.4603 -2.2627 -1.7266
```

Results
**Highest occupied orbital energy (spin up / spin down)**: -12.31 / -12.26 eV
**F_max**: 2.040 eV Å⁻¹
**<S²>**: 0.762
**Net charge**: +2
**Molar mass**: 973.1 g/mol
**HOMO-LUMO gap (spin up / spin down)**: 5.8 / 4.7 eV
**Multiplicity**: 2
**ΔE to the lowest compared entry with this formula, charge and spin**: 31.31 kcal/mol

# 3
ORCA calculation (wB97M-V/def2-TZVPD) on a structure of composition C44H42N5O3P2PtSe2 at a distorted geometry.

```
99
C44H42N5O3P2PtSe2 wB97M-V/def2-TZVPD
Pt -0.0919 0.0392 0.1315
Se 0.6251 0.5052 2.4041
Se 2.3058 6.3038 -2.5799
P 1.3133 2.5718 2.0717
P 1.9023 5.6184 -0.6567
O -0.7698 -2.7808 -2.7363
O 2.1627 -1.0150 -0.0200
O -0.1109 -0.8827 -1.7267
N 1.1920 3.2978 -1.8507
N 0.7454 1.7667 -0.4407
N -1.1906 -2.5241 -0.5310
N -0.7078 -1.8825 0.6354
N 0.7975 2.0628 -1.7272
C -1.0216 5.5387 4.6315
C 8.2657 -2.2087 -2.1558
C 3.3737 5.6939 0.4095
C 5.9731 -1.4635 -2.8807
C 0.5327 6.4972 0.1463
C -1.6004 7.9639 1.1805
C 3.0588 2.5822 2.4753
C 2.7410 -1.0186 -1.1124
C 0.8857 5.0043 3.2778
C 3.7746 -0.7054 -3.7823
C 0.6735 7.8624 0.4007
C -3.5057 0.4936 -3.2713
C 5.8014 5.8186 1.7734
C 4.9039 2.9917 3.9510
C -1.5150 4.2527 4.4571
C 1.1165 2.8528 0.3134
C -2.3554 1.8057 -1.6288
C 3.5388 6.5760 1.4742
C 6.3103 -2.0697 -0.5878
C 5.7310 2.2595 3.1129
C 3.8925 1.8481 1.6266
C 0.1799 5.9139 4.0451
C 4.4423 4.8824 0.0241
C 4.1387 -1.3475 -1.3278
C 0.3924 3.7146 3.0974
C -3.8228 -0.4549 -2.3041
C 4.6381 -1.1805 -2.6366
C 3.5594 3.1526 3.6402
C 5.6454 4.9386 0.7082
C 5.2270 1.6883 1.9482
C -0.6600 -2.0638 -1.7738
C -2.6034 0.8211 -0.6621
C -0.6981 5.8871 0.3747
C -0.8076 3.3337 3.6954
C 1.3968 3.8528 -0.6255
C 4.9863 -1.8060 -0.2863
C -0.3830 8.5868 0.9317
C -2.7903 1.6357 -2.9264
C 4.5132 -2.0425 1.1240
C 6.8220 -1.9042 -1.8739
C 4.7504 6.6389 2.1518
C -1.9576 0.9152 0.6426
C -1.7609 6.6178 0.8875
C -3.3859 -0.2860 -1.0059
H 5.8728 1.1157 1.2928
H 1.8213 5.2903 2.8262
H -3.6398 -1.0208 -0.2499
H 8.5157 -2.0305 -3.2002
H 0.1477 -2.3147 0.9836
H 4.1280 -1.1332 1.5843
H 6.3630 -1.3373 -3.8848
H 1.5989 8.3666 0.1468
H 6.4698 4.3068 0.3994
H -1.5743 6.2511 5.2320
H -2.4302 8.5363 1.5784
H 6.9675 -2.4279 0.1993
H 2.9130 3.7061 4.3096
H 5.3004 3.4371 4.8544
H -4.4051 -1.3278 -2.5688
H 4.3766 -0.6107 -4.6836
H 3.6992 -2.7688 1.1482
H 6.7484 5.8729 2.2982
H -1.2950 -3.5224 -0.4513
H 2.1607 -0.7296 -1.9965
H 3.3211 0.2678 -3.5838
H 4.8735 7.3407 2.9682
H -2.7171 6.1354 1.0516
H 8.4903 -3.2512 -1.9224
H -0.2648 9.6458 1.1248
H 8.9182 -1.5908 -1.5361
H 6.7763 2.1318 3.3668
H -2.5611 2.3852 -3.6718
H 2.9651 -1.4069 -3.9961
H -2.3833 0.2901 1.4229
H -2.4476 3.9598 4.9223
H -1.1829 2.3263 3.5716
H -0.8385 4.8389 0.1419
H -1.4153 -1.9304 1.3599
H 0.5628 6.9185 4.1757
H 4.3343 4.2268 -0.8341
H 3.4930 1.3912 0.7258
H -1.8048 2.7001 -1.3568
H -3.8294 0.3470 -4.2942
H -1.7192 1.9207 0.9755
H 5.3352 -2.4241 1.7305
H 2.7371 7.2433 1.7651
```

Results
**Highest occupied orbital energy**: -9.78 eV
**F_max**: 1.811 eV Å⁻¹
**Net charge**: +1
**Molar mass**: 1103.8 g/mol
**HOMO-LUMO gap**: 6.1 eV
**Multiplicity**: 1
**ΔE to the lowest compared entry with this formula, charge and spin**: 25.80 kcal/mol

# 4
ORCA calculation (wB97M-V/def2-TZVPD) on a structure of composition C44H43BrMnN7O4S3 at a distorted geometry.

```
103
C44H43BrMnN7O4S3 wB97M-V/def2-TZVPD
Br -2.6678 -0.4023 -2.8845
Mn -1.5800 -0.2147 0.1915
S -2.8132 3.3524 2.4743
S -3.1344 -2.0233 0.7547
S 0.9974 -0.8965 5.1435
O 0.2049 -0.5271 0.9866
O 2.5959 -0.0272 1.2182
O -1.2912 1.5031 -0.7741
O 4.5720 2.4075 1.9117
N -0.3265 -1.6995 -1.2693
N 0.5657 -2.3320 -0.4828
N -2.3657 0.9183 1.9172
N -1.0457 -1.0721 3.6395
N -1.7308 -4.2390 0.1838
N -3.1049 -3.4546 -1.4883
N 2.1340 2.4753 1.0387
C -2.3097 1.9916 -6.6621
C 1.7268 4.5251 2.4328
C 3.8589 3.4229 2.4251
C -2.6124 -3.3291 -0.2373
C -3.1191 1.9424 1.5774
C 2.8037 -1.2894 1.6893
C -1.7244 1.2620 -5.6334
C -2.7110 -4.3838 -2.3822
C 0.3930 0.5402 4.4580
C -0.4849 5.5438 -0.8278
C -2.5020 1.4112 -7.9102
C -1.5046 1.2563 2.9821
C 0.4860 -1.8936 0.9303
C -4.2231 1.8681 0.5639
C -0.3717 -3.2918 4.5281
C -0.1166 -1.6617 -2.5188
C 3.5084 5.3433 3.8185
C -1.6807 5.0113 -1.3829
C 1.7954 -2.2519 1.5766
C -2.0949 0.1034 -8.1307
C -1.9499 3.6702 -1.3673
C -1.0454 2.7522 -0.7646
C 2.0069 -3.5229 2.1017
C 0.1558 3.2937 -0.1952
C 4.2107 -2.8898 2.8040
C 2.2027 5.4403 3.3656
C 4.0084 -1.6103 2.3006
C -1.3161 -0.0552 -5.8442
C -1.4919 -0.6190 -7.1070
C -1.7889 -5.2946 -1.9661
C -1.6215 2.5405 3.3873
C 1.0903 2.3373 0.2726
C -0.6306 -0.8328 -4.7727
C 5.8563 2.1443 2.4886
C 2.5522 3.5280 1.9459
C -0.2458 -1.8020 4.3615
C -3.3074 -4.3154 -3.7538
C -0.9885 -1.0040 -3.5072
C 3.2110 -3.8577 2.7114
C -0.3319 -6.1776 -0.1112
C -0.6790 0.2551 3.6864
C 0.4083 4.6953 -0.2528
C 4.3384 4.3264 3.3590
C -1.3261 -5.1985 -0.6524
H 0.0586 -6.8385 -0.8831
H 0.8796 1.5009 4.6229
H 3.3653 -4.8529 3.1207
H -3.7571 -2.7411 -1.7680
H 0.3161 -1.3053 -5.0468
H -0.3080 -2.4766 1.3823
H 0.7012 4.5786 2.0985
H -1.1028 3.0287 4.2095
H 1.4825 -2.4788 -0.8642
H 1.1984 -4.2565 2.0381
H 3.8942 6.0630 4.5312
H -2.9542 1.9830 -8.7147
H 0.5050 -3.7174 5.0193
H 5.1585 -3.1346 3.2775
H 6.2386 1.2651 1.9876
H -1.2519 -3.5279 5.1301
H -2.6076 3.0205 -6.4902
H -4.4013 -4.3539 -3.7025
H 0.7926 -2.1035 -2.9288
H -2.8465 3.2693 -1.8297
H 4.7730 -0.8395 2.3878
H 5.3533 4.2431 3.7324
H 6.5390 2.9776 2.3245
H -3.8499 1.4630 -0.3735
H -0.8092 -6.7820 0.6645
H -4.6660 2.8482 0.3746
H 1.5471 6.2234 3.7378
H 0.9426 1.3188 -0.0738
H -0.5032 -3.7604 3.5503
H -1.4336 -6.0681 -2.6369
H 1.3493 5.0852 0.1294
H -2.9564 -5.1413 -4.3682
H -0.2776 6.6063 -0.8853
H 1.5918 0.0014 1.0749
H -2.2404 -0.3549 -9.1034
H 0.4881 -5.6318 0.3591
H -5.0007 1.1983 0.9366
H -2.3932 5.6883 -1.8495
H -1.1627 -1.6386 -7.2855
H 5.7667 1.9478 3.5568
H 2.7246 1.6450 1.1102
H -3.0293 -3.3690 -4.2323
H -1.5594 1.7249 -4.6673
```

Results
**Highest occupied orbital energy (spin up / spin down)**: -9.93 / -9.79 eV
**F_max**: 1.509 eV Å⁻¹
**<S²>**: 1.137
**Net charge**: +1
**Molar mass**: 964.9 g/mol
**HOMO-LUMO gap (spin up / spin down)**: 7.3 / 7.1 eV
**Multiplicity**: 2